Density functional theory data (ωB97M-V/def2-TZVPD) for C41H37F7IN2O6P3STaTe as an isolated structure at a distorted geometry.

XYZ file:
```
100
Properties=species:S:1:pos:R:3:forces:R:3:mulliken_charge:R:1
Ta -0.2785 0.0809 1.7369 1.28 1.74 -1.97 0.292
I -2.6494 -1.0835 0.7473 -1.65 -0.31 -0.76 0.506
C -4.0943 -1.7412 -0.8390 0.33 0.12 -0.34 0.730
C -5.0522 -2.4122 -0.1525 0.22 0.05 0.49 -0.681
C -6.1509 -2.9567 -0.8344 -0.20 -0.12 0.02 -1.049
C -6.2337 -2.8108 -2.1811 -0.04 0.00 -0.09 -0.874
C -5.2328 -2.1268 -2.9092 0.17 0.08 0.28 0.582
C -5.3710 -2.0082 -4.3087 -0.12 -0.07 -0.05 -0.843
C -4.4376 -1.3684 -5.0610 0.07 0.07 -0.20 -1.262
C -3.3147 -0.8146 -4.4324 -0.17 -0.13 0.18 -0.033
C -3.1225 -0.8922 -3.0718 -0.02 -0.05 -0.20 0.937
P -1.6446 -0.0584 -2.4255 0.06 0.04 0.82 0.538
C -0.3056 -0.7118 -3.4637 -0.04 -0.08 -0.01 0.248
C -0.3337 -2.0515 -3.8574 0.09 0.13 -0.03 -0.706
C 0.7552 -2.6116 -4.5099 -0.03 -0.05 0.04 -0.726
C 1.8892 -1.8508 -4.7558 0.04 -0.02 -0.04 -0.620
C 1.9303 -0.5237 -4.3538 0.02 0.02 0.06 -0.832
C 0.8434 0.0428 -3.7032 0.01 -0.06 0.01 -0.527
C -1.9914 1.6484 -2.9505 0.27 -0.03 -0.09 0.727
C -2.7389 2.4283 -2.0692 0.08 0.02 -0.07 -0.685
C -3.0537 3.7392 -2.3910 -0.03 -0.02 0.06 -0.604
C -2.6079 4.2829 -3.5880 -0.04 0.06 0.03 -0.643
C -1.8678 3.5099 -4.4696 0.10 -0.05 -0.08 -0.796
C -1.5569 2.1926 -4.1570 -0.17 0.13 0.05 -0.159
C -4.0869 -1.5526 -2.2484 0.10 0.05 -0.13 0.371
H -4.9731 -2.5313 0.9224 -0.10 -0.05 -0.10 0.219
H -6.9139 -3.4827 -0.2763 0.03 0.02 -0.01 0.447
H -7.0747 -3.2216 -2.7259 0.03 0.01 0.00 0.412
H -6.2491 -2.4404 -4.7745 0.02 0.00 0.05 0.427
H -4.5555 -1.2791 -6.1336 -0.01 -0.02 0.04 0.466
H -2.5744 -0.3062 -5.0381 -0.01 -0.01 0.01 0.346
H -1.2088 -2.6549 -3.6481 0.02 -0.02 -0.08 0.431
H 0.7172 -3.6465 -4.8269 0.01 0.03 0.03 0.443
H 2.7415 -2.2907 -5.2581 -0.05 0.01 -0.01 0.419
H 2.8135 0.0726 -4.5491 -0.03 0.00 -0.01 0.464
H 0.8840 1.0793 -3.3912 0.00 0.05 0.01 0.557
H -3.0720 2.0022 -1.1278 0.02 0.04 0.02 0.243
H -3.6348 4.3395 -1.7017 0.02 -0.01 -0.04 0.454
H -2.8347 5.3130 -3.8323 -0.02 -0.04 0.00 0.411
H -1.5267 3.9343 -5.4060 -0.02 -0.01 0.02 0.440
H -0.9878 1.5927 -4.8559 0.02 0.03 0.00 0.440
C 5.9496 4.1561 0.7972 -0.11 -0.04 -0.03 -1.429
C 5.5701 3.3006 -0.4095 0.29 0.14 0.03 -0.257
C 6.7406 2.5405 -1.0148 -0.06 -0.16 0.06 -1.042
C 7.3374 1.5712 0.0002 -0.05 0.05 0.04 -1.184
C 6.2740 0.7938 0.7382 0.17 0.06 -0.07 0.751
C 6.6053 -0.3317 1.4566 0.05 0.03 -0.03 -0.590
C 5.6297 -1.0602 2.1399 -0.08 0.03 -0.02 -0.334
F 6.0083 -2.1341 2.8240 0.03 0.00 0.00 -0.332
C 4.3101 -0.7130 2.1075 -0.04 -0.15 0.15 -0.524
C 3.9402 0.4147 1.3625 -0.12 0.00 0.25 0.797
C 2.5671 0.7890 1.2477 0.13 0.44 -0.72 1.345
O 1.6629 0.1738 1.9803 -0.13 0.34 0.26 -0.533
C 2.2401 1.7919 0.3306 -0.24 -0.39 0.36 -0.075
C 3.2557 2.5704 -0.2052 0.07 0.03 -0.06 -0.278
N 4.5316 2.3176 0.0032 -0.11 -0.01 -0.04 0.117
C 4.9211 1.1809 0.6984 -0.06 -0.05 0.04 -0.775
C 0.8428 2.1346 -0.0655 0.54 0.29 -0.31 0.111
O 0.5498 3.1393 -0.6264 -0.21 -0.08 -0.12 -0.597
O -0.0488 1.1635 0.2604 0.35 1.04 -1.37 0.892
H 6.7643 4.8280 0.5280 -0.02 -0.02 -0.01 0.403
H 6.2704 3.5419 1.6397 0.02 0.03 -0.02 0.388
H 5.1012 4.7611 1.1192 0.03 -0.01 0.02 0.388
H 5.1158 3.9358 -1.1676 -0.11 -0.07 -0.04 0.533
H 7.4943 3.2534 -1.3448 -0.02 0.02 -0.03 0.434
H 6.3931 1.9956 -1.8957 0.02 0.02 -0.01 0.355
H 7.9458 2.1123 0.7295 0.00 -0.01 -0.01 0.376
H 8.0058 0.8725 -0.5017 0.02 -0.01 0.02 0.534
H 7.6336 -0.6726 1.4900 -0.03 0.00 0.02 0.566
H 3.5678 -1.3142 2.6166 0.03 0.01 -0.04 0.692
H 2.9961 3.4368 -0.8011 0.05 0.02 0.01 0.686
F -1.7241 1.6479 2.2638 0.44 -0.62 0.15 -0.459
P -0.8708 2.6424 3.4964 0.25 0.35 -0.10 1.477
F -2.1053 2.3894 4.4274 0.02 0.05 0.03 -0.351
F 0.3622 2.5753 2.4133 -0.19 0.13 0.19 -0.158
F -1.4653 3.8963 2.8026 -0.09 -0.02 0.07 -0.338
F -0.2451 1.1427 3.9765 -0.19 -0.12 -0.36 -0.467
F -0.0048 3.3875 4.5440 -0.06 -0.02 0.13 -0.338
C -0.4061 -4.7025 4.5974 -0.07 0.19 -0.13 -0.972
C -1.8363 -4.3057 4.3094 0.13 -0.32 0.10 -0.373
O -1.9396 -3.0030 3.6286 0.37 -0.03 0.85 0.224
P -1.3415 -1.6451 4.1063 -1.35 0.00 -1.43 -0.476
O -0.3088 -1.2601 2.9987 -0.29 -2.57 3.08 0.513
Te -0.5719 -1.4561 6.3381 0.14 -0.04 0.32 0.350
O -2.4561 -0.5644 3.7447 0.37 -0.60 1.04 0.108
C -3.7101 -0.4151 4.5155 -0.22 0.06 0.02 -0.429
C -4.7809 -1.3964 4.0951 0.27 -0.04 -0.11 -1.032
H -0.3741 -5.7600 4.8583 -0.01 0.02 0.05 0.400
H 0.0097 -4.1441 5.4446 0.03 -0.06 -0.04 0.266
H 0.2287 -4.5395 3.7260 0.03 -0.04 0.02 0.193
H -2.4406 -4.2640 5.2155 -0.07 0.09 -0.05 0.348
H -2.3023 -4.9930 3.6107 -0.03 0.05 -0.06 0.338
H -4.0154 0.6082 4.3242 0.10 0.07 -0.02 0.323
H -3.4702 -0.5114 5.5744 0.07 0.03 0.01 0.376
H -5.0188 -1.2685 3.0409 -0.07 0.01 -0.01 0.195
H -5.6796 -1.2037 4.6816 0.03 0.02 -0.01 0.481
H -4.4750 -2.4292 4.2607 -0.04 0.00 0.03 0.201
S 0.6323 -1.8133 0.1903 -0.36 0.38 -0.09 0.055
C 1.3869 -2.6932 1.4050 0.28 -0.28 0.21 0.324
N 1.9033 -3.3014 2.2440 -0.16 0.18 -0.17 -0.709
```
Forces are in eV/Å.

The energy above the lowest of the compared OMol25 structures with the same formula, charge and spin is 3.242 eV. As for the spin multiplicity: 2. The calculation puts the frontier orbital gap (alpha / beta) at 0.200 / 0.128 Ha. As for the HOMO energy (alpha / beta): -11.915 / -11.915 eV. The expectation value of S² is 0.753. The calculated total energy comes out at -4889.44502 a.u. Its total charge is +2.